Molecular formula: C4H20O6
Method: DFT, ωB97M-V/def2-TZVPD

Each line ends with the Mulliken charge.
Positions of all 30 atoms, in Å:
C 0.113 1.115 -4.296  -0.535
O -0.999 0.766 -3.507  -0.495
H -0.248 1.483 -5.259  0.265
H 0.704 1.939 -3.887  0.212
H 0.792 0.290 -4.521  0.244
H -0.871 1.059 -2.604  0.319
C 0.470 -3.751 0.521  -0.562
O -0.574 -3.039 1.239  -0.539
H 1.372 -3.739 1.132  0.243
H 0.101 -4.748 0.268  0.330
H 0.621 -3.259 -0.440  0.225
H -0.868 -3.661 1.911  0.289
C -0.146 1.072 3.669  -0.281
O 1.099 1.146 3.027  -0.527
H -0.919 0.770 2.964  -0.020
H -0.134 0.367 4.508  0.243
H -0.367 2.027 4.148  0.249
H 1.115 0.765 2.144  0.411
C 1.395 1.801 -0.591  -0.426
O 1.404 0.595 0.200  -0.603
H 0.481 1.816 -1.177  0.017
H 1.308 2.619 0.131  0.285
H 2.270 1.936 -1.222  0.300
H 2.318 0.468 0.483  0.310
O -1.040 -0.693 -0.272  -0.582
H -1.114 -1.627 -0.002  0.272
H -0.104 -0.464 -0.134  0.380
O -2.922 1.312 0.422  -0.654
H -2.529 0.641 -0.161  0.343
H -2.728 0.991 1.306  0.286

Results
Orbital gap, eV: 10.384
Spin multiplicity: 1
HOMO energy, eV: -10.0
Energy above the lowest of the compared OMol25 structures with the same formula, charge and spin, kcal per mole: 39.59